Entry 1:
C2Br2O2 | ωB97M-V with the def2-TZVPD basis set

Calculated values
Multiplicity: 3
<S²>: 2.01
Total energy: -146250.4400 eV
Charge: 0
Gap between HOMO and LUMO (alpha / beta): 9.2697 / 9.0391 eV
E_HOMO (alpha / beta): -8.7 / -10.9 eV
F_max: 0.0438 hartree/bohr

The geometry in XYZ format:
```
6
Properties=species:S:1:pos:R:3:forces:R:3:lowdin_charge:R:1
C -1.3730 0.3355 0.8453 -1.58 0.09 -1.60 -0.692
C 0.9907 -0.2370 -1.3696 -0.48 0.52 -2.06 -0.649
O -2.4377 0.7294 0.5809 0.82 -0.22 0.35 0.021
O 1.1719 -0.2602 -2.5206 -0.15 -0.02 1.06 0.019
Br -0.3880 0.3939 2.4334 0.60 0.19 1.44 0.659
Br 2.0362 -0.9616 0.0306 0.79 -0.56 0.81 0.642
```
Forces are in eV/Å.


Entry 2:
C2BrClF2 | ωB97M-V with the def2-TZVPD basis set

Calculated values
Relative energy (zero: lowest compared OMol25 entry of this formula, charge and spin): 94.2 kcal per mole
Total energy: -90068.3952 eV
Charge: 0
Gap between HOMO and LUMO: 8.1856 eV
E_HOMO: -9.4 eV
F_max: 0.0207 hartree/bohr

The geometry in XYZ format:
```
6
Properties=species:S:1:pos:R:3:forces:R:3:lowdin_charge:R:1
C -0.2070 -1.6096 -1.1430 -0.09 0.58 -0.48 -0.094
C 0.1357 1.0114 0.6184 0.78 -0.33 -0.41 -1.104
F 0.8391 -1.4274 -0.4076 0.14 -0.30 -0.14 0.016
F -0.2196 -0.5784 -1.9709 0.04 -0.65 0.39 0.018
Cl -1.1296 2.0729 0.5406 -0.81 0.66 0.21 0.566
Br 0.5814 0.5311 2.3626 -0.07 0.04 0.42 0.598
```
Forces are in eV/Å.


Entry 3:
C2BrClFIO | ωB97M-V with the def2-TZVPD basis set

Calculated values
Relative energy (zero: lowest compared OMol25 entry of this formula, charge and spin): 2.6 kcal per mole
Total energy: -97503.7744 eV
Charge: 0
Gap between HOMO and LUMO: 9.4179 eV
E_HOMO: -10.2 eV
F_max: 0.0261 hartree/bohr

The geometry in XYZ format:
```
7
Properties=species:S:1:pos:R:3:forces:R:3:lowdin_charge:R:1
C 0.5905 0.5921 0.4122 -0.36 0.62 0.12 -0.972
C -0.2353 -0.4511 -0.3236 -1.20 0.05 -0.24 -1.216
O 0.9495 1.6119 -0.0581 0.21 0.10 -0.13 0.026
F 0.1181 -1.6756 0.0835 -0.07 -0.04 -0.50 -0.083
Cl 0.8219 0.2055 2.0875 0.19 -0.17 0.35 0.738
Br -2.1663 -0.1532 0.2715 1.27 -0.15 -0.42 0.623
I -0.0783 -0.1295 -2.4730 -0.04 -0.41 0.83 0.883
```
Forces are in eV/Å.


Entry 4:
C2BrF3N2 | ωB97M-V with the def2-TZVPD basis set

Calculated values
Relative energy (zero: lowest compared OMol25 entry of this formula, charge and spin): 68.0 kcal per mole
Total energy: -83245.0596 eV
Charge: 0
Gap between HOMO and LUMO (alpha / beta): 7.9614 / 7.9555 eV
E_HOMO (alpha / beta): -10.4 / -10.4 eV
F_max: 0.0594 hartree/bohr

The geometry in XYZ format:
```
8
Properties=species:S:1:pos:R:3:forces:R:3:lowdin_charge:R:1
C 0.5952 -0.4591 0.0092 2.87 -0.14 -0.01 -0.325
C -0.1050 0.8610 -0.0271 -0.37 1.31 -0.14 -0.676
N 0.2827 -1.6860 -0.5805 0.05 0.22 -0.38 0.213
N 0.2849 -1.6538 0.6610 0.03 0.20 0.39 0.212
F -1.4346 0.6633 -0.0020 0.10 -0.42 0.00 0.155
F 0.2021 1.6236 1.0131 0.18 -0.25 0.12 0.158
F 0.1752 1.5430 -1.1342 0.13 -0.31 0.00 0.155
Br 3.2272 0.1053 -0.0057 -2.99 -0.60 0.01 0.109
```
Forces are in eV/Å.


Entry 5:
C2Cl2F2 | ωB97M-V with the def2-TZVPD basis set

Calculated values
Relative energy (zero: lowest compared OMol25 entry of this formula, charge and spin): 30.7 kcal per mole
Total energy: -32551.3526 eV
SMILES: F/C(Cl)=C(/F)Cl
Charge: 0
Gap between HOMO and LUMO: 10.6127 eV
E_HOMO: -10.0 eV
F_max: 0.2022 hartree/bohr

The geometry in XYZ format:
```
6
Properties=species:S:1:pos:R:3:forces:R:3:lowdin_charge:R:1
C 0.4678 0.3423 0.2095 7.37 7.18 -1.55 -0.704
C -0.4994 -0.3943 0.0849 -2.55 -5.44 -0.54 -0.983
F 0.2371 1.7128 -0.1469 0.93 -2.08 1.52 -0.071
F -0.3550 -1.6787 -0.1322 0.06 -1.43 0.39 0.058
Cl 2.1098 -0.1526 -0.0141 -0.63 0.40 0.44 0.740
Cl -1.9603 0.1705 -0.0013 -5.17 1.37 -0.26 0.960
```
Forces are in eV/Å.


> Number 1 is which compound?

C2Br2O2


> Number 4 is which compound?

C2BrF3N2


Copy entry 1 word for word.
C2Br2O2 | ωB97M-V with the def2-TZVPD basis set

Calculated values
Multiplicity: 3
<S²>: 2.01
Total energy: -146250.4400 eV
Charge: 0
Gap between HOMO and LUMO (alpha / beta): 9.2697 / 9.0391 eV
E_HOMO (alpha / beta): -8.7 / -10.9 eV
F_max: 0.0438 hartree/bohr

The geometry in XYZ format:
```
6
Properties=species:S:1:pos:R:3:forces:R:3:lowdin_charge:R:1
C -1.3730 0.3355 0.8453 -1.58 0.09 -1.60 -0.692
C 0.9907 -0.2370 -1.3696 -0.48 0.52 -2.06 -0.649
O -2.4377 0.7294 0.5809 0.82 -0.22 0.35 0.021
O 1.1719 -0.2602 -2.5206 -0.15 -0.02 1.06 0.019
Br -0.3880 0.3939 2.4334 0.60 0.19 1.44 0.659
Br 2.0362 -0.9616 0.0306 0.79 -0.56 0.81 0.642
```
Forces are in eV/Å.